No. 1
{"formula": "C4H11NO2", "method": "ωB97M-V/def2-TZVPD", "species": ["C", "N", "C", "C", "C", "O", "H", "H", "H", "H", "H", "H", "H", "H", "H", "O", "H", "H"], "positions_angstrom": [[0.5292, -2.8027, -0.3964], [-0.2822, -1.6251, -0.2003], [0.2722, -0.3281, -0.5472], [-0.8027, 0.7146, -0.7085], [-0.2269, 2.1120, -0.5442], [0.1823, 2.8282, -1.4106], [0.8386, -2.8005, -1.4273], [1.4541, -2.9174, 0.1903], [-0.0700, -3.6869, -0.1846], [-0.7926, -1.7326, 0.6667], [1.2440, -0.1147, -0.0747], [0.7850, -0.6586, -1.4695], [-1.4636, 0.5502, 0.1449], [-1.2917, 0.7525, -1.6729], [-0.1207, 2.3874, 0.5320], [0.1769, -0.3579, 2.9661], [0.6765, -0.4628, 2.1484], [-0.0887, 0.5512, 3.0851]], "forces_ev_per_a": [[0.20, 0.09, -0.02], [-0.76, -0.44, 0.97], [1.54, -2.66, -1.56], [0.60, 1.34, 0.38], [0.47, -0.64, 1.02], [-0.23, 0.03, -0.29], [0.13, -0.34, -0.61], [-0.05, 0.40, 0.24], [-0.06, 0.00, -0.18], [0.06, 0.70, 0.12], [-0.52, 0.90, 1.25], [-0.64, 0.97, -0.69], [-0.48, 0.11, -0.32], [-0.29, -0.77, -0.12], [0.03, 0.33, -0.12], [-0.04, -0.77, 0.16], [-0.11, 0.43, 0.09], [0.15, 0.34, -0.29]], "charge": 0, "orbital_gap_ev": 9.6, "lumo_ev": 0.7, "relative_energy_ev": 2.195, "smiles": "CNCCC=O.O"}



No. 2
{"formula": "C5H15B3FN3O7", "method": "ωB97M-V/def2-TZVPD", "species": ["C", "C", "F", "B", "O", "B", "O", "B", "C", "N", "O", "H", "H", "H", "H", "H", "H", "H", "H", "H", "C", "N", "O", "O", "H", "H", "H", "C", "N", "O", "O", "H", "H", "H"], "positions_angstrom": [[3.8450, -0.1000, -0.2054], [2.5785, -0.6565, -0.8625], [2.8476, -1.9154, -1.4100], [1.3053, -0.7004, 0.0616], [0.4468, -1.7741, 0.1219], [-0.9065, -1.4731, 0.1674], [-1.2787, -0.2802, 0.7553], [-0.3896, 0.7824, 0.6749], [-0.8645, 2.2445, 0.3922], [-1.6786, 2.3415, -0.8356], [0.9608, 0.4374, 0.7739], [4.6351, -0.8449, -0.2969], [4.1872, 0.8176, -0.6830], [3.7014, 0.1166, 0.8542], [2.2996, -0.0091, -1.7051], [-1.7079, -2.1998, -0.3138], [0.0294, 2.8800, 0.3600], [-1.4688, 2.5987, 1.2320], [-1.3363, 1.7328, -1.5720], [-1.6012, 3.2748, -1.2226], [1.0391, 0.6900, 4.2776], [0.5754, 2.1049, 4.3487], [-0.0511, 2.5506, 3.4083], [0.8602, 2.7206, 5.3527], [0.7230, 0.2699, 3.3313], [2.1208, 0.7075, 4.3707], [0.6025, 0.1713, 5.1258], [-3.3242, -2.9128, -4.0257], [-2.7320, -1.6601, -3.4777], [-1.7051, -1.7549, -2.8365], [-3.3211, -0.6271, -3.7098], [-2.6893, -3.7405, -3.7354], [-4.3250, -2.9978, -3.6129], [-3.3779, -2.7944, -5.1037]], "forces_ev_per_a": [[0.03, 0.09, 0.10], [0.11, 0.06, 0.16], [0.01, -0.10, -0.05], [-0.07, -0.27, 0.75], [-0.13, 0.03, -0.93], [0.18, -0.01, 0.68], [-0.28, 0.16, -0.86], [-0.13, -0.40, 0.71], [0.19, 0.28, 0.04], [0.11, -0.05, -0.22], [0.10, 0.54, -0.85], [-0.03, 0.00, -0.01], [-0.01, -0.05, -0.01], [0.02, -0.02, -0.03], [0.01, -0.04, -0.04], [0.00, -0.13, 0.31], [-0.05, 0.01, 0.05], [0.03, -0.04, 0.02], [-0.05, -0.09, 0.10], [-0.14, 0.03, 0.13], [-0.02, 0.01, -0.01], [0.01, 0.04, 0.01], [0.03, -0.11, 0.00], [0.00, 0.00, -0.01], [0.01, 0.00, 0.00], [0.00, 0.00, 0.01], [0.01, 0.00, 0.01], [0.02, 0.01, 0.03], [-0.02, 0.04, 0.01], [0.05, 0.04, -0.06], [0.03, -0.02, -0.01], [-0.01, 0.00, 0.00], [0.00, 0.00, -0.01], [-0.01, 0.00, 0.00]], "charge": 0, "orbital_gap_ev": 9.4, "lumo_ev": 0.2, "smiles": "C[C@@H](F)B1OBOB(CN)O1.C[N+](=O)[O-].C[N+](=O)[O-]"}



No. 3
{"formula": "C37H49GeN6SY", "method": "ωB97M-V/def2-TZVPD", "species": ["Y", "C", "C", "N", "C", "C", "N", "C", "C", "C", "N", "C", "C", "N", "C", "H", "H", "H", "H", "H", "H", "H", "H", "H", "H", "H", "H", "H", "H", "H", "H", "H", "H", "H", "H", "H", "H", "H", "H", "C", "C", "C", "C", "C", "C", "H", "H", "H", "H", "H", "H", "S", "C", "N", "C", "C", "C", "N", "H", "H", "H", "H", "C", "Ge", "C", "C", "C", "C", "C", "C", "C", "C", "C", "C", "C", "C", "C", "C", "C", "C", "H", "H", "H", "H", "H", "H", "H", "H", "H", "H", "H", "H", "H", "H", "H"], "positions_angstrom": [[-0.3271, -0.2231, -0.0401], [-4.0660, 0.7115, -1.2287], [-3.6857, -0.6563, -0.7031], [-2.6736, -0.6658, 0.3929], [-3.1542, 0.0520, 1.6084], [-2.5115, 1.4194, 1.7490], [-1.0358, 1.2775, 1.7308], [-0.3305, 2.5755, 1.8657], [-0.2482, 3.3584, 0.5615], [0.9737, 3.0090, -0.2718], [0.9756, 1.6282, -0.8531], [0.7477, 1.6156, -2.3174], [-0.7088, 1.8850, -2.6172], [-1.5851, 0.9019, -1.9068], [-2.9056, 1.5841, -1.7078], [-4.7512, 0.5224, -2.0575], [-4.6555, 1.2794, -0.5064], [-4.5831, -1.1831, -0.3605], [-3.2770, -1.2455, -1.5160], [-2.5927, -1.6477, 0.6664], [-4.2426, 0.1414, 1.5901], [-2.9042, -0.5640, 2.4735], [-2.8139, 2.0925, 0.9505], [-2.8330, 1.8896, 2.6863], [-0.7847, 0.7505, 2.5766], [-0.8123, 3.1648, 2.6539], [0.6792, 2.3475, 2.2185], [-1.1622, 3.2289, -0.0193], [-0.2055, 4.4258, 0.7842], [1.1052, 3.7212, -1.0906], [1.8659, 3.0872, 0.3496], [1.9306, 1.2789, -0.7195], [1.3957, 2.3422, -2.8187], [1.0497, 0.6309, -2.6823], [-0.9847, 2.8827, -2.2744], [-0.9029, 1.8725, -3.6931], [-1.7449, 0.1253, -2.5554], [-2.7061, 2.3931, -1.0059], [-3.1787, 2.0779, -2.6461], [4.0468, 0.6921, -0.5683], [3.7468, 1.2686, 0.6651], [2.9146, 0.5973, 1.5535], [2.4173, -0.6632, 1.2299], [2.7158, -1.2428, -0.0024], [3.5187, -0.5488, -0.9073], [4.7202, 1.1917, -1.2505], [4.1850, 2.2173, 0.9415], [2.7145, 1.0188, 2.5305], [1.8963, -1.2366, 1.9814], [2.4110, -2.2588, -0.2197], [3.7917, -1.0090, -1.8467], [-0.5580, -2.1579, 2.1188], [-0.2718, -1.6548, 3.7397], [-0.2910, -2.6453, 4.6803], [-0.0822, -2.4233, 5.9892], [0.1684, -1.1360, 6.4021], [0.1757, -0.1598, 5.4083], [-0.0372, -0.4062, 4.1211], [-0.4688, -3.5914, 4.3565], [-0.1265, -3.2917, 6.6321], [0.3449, -0.9010, 7.4385], [0.3620, 0.8746, 5.6667], [1.0075, -1.7179, -3.5702], [0.1338, -2.5446, -2.0227], [1.1654, -4.1034, -1.4965], [1.3568, -4.5744, -0.1954], [2.0786, -5.7298, 0.0473], [2.6243, -6.4428, -1.0114], [2.4602, -5.9828, -2.3067], [1.7476, -4.8174, -2.5474], [-1.7343, -2.8468, -2.4228], [-2.2070, -2.2691, -3.5863], [-3.4991, -2.5342, -4.0815], [-4.3227, -3.3686, -3.3851], [-3.9084, -3.9544, -2.1640], [-4.7971, -4.7774, -1.4266], [-4.4239, -5.2931, -0.2191], [-3.1446, -5.0013, 0.2987], [-2.2640, -4.2259, -0.4015], [-2.6111, -3.6865, -1.6616], [1.0353, -2.4949, -4.3361], [2.0289, -1.4286, -3.3373], [0.4841, -0.8675, -3.9972], [0.9555, -4.0384, 0.6591], [2.2156, -6.0807, 1.0608], [3.1776, -7.3520, -0.8237], [2.8890, -6.5324, -3.1337], [1.6428, -4.4961, -3.5741], [-1.5584, -1.6387, -4.1804], [-3.8211, -2.1061, -5.0200], [-5.3120, -3.5968, -3.7559], [-5.7762, -4.9855, -1.8359], [-5.0991, -5.9263, 0.3373], [-2.8499, -5.4166, 1.2517], [-1.2789, -4.0554, 0.0099]], "forces_ev_per_a": [[-0.23, 0.46, 0.48], [-0.04, -0.03, -0.04], [-0.04, -0.09, 0.09], [-0.41, 0.00, 0.03], [-0.03, -0.05, -0.01], [0.02, 0.01, 0.20], [0.08, -0.03, 0.14], [0.00, 0.07, 0.16], [0.04, 0.06, 0.00], [0.04, -0.04, -0.20], [0.25, 0.14, 0.14], [0.06, -0.02, 0.00], [0.05, -0.13, -0.08], [-0.04, 0.14, -0.26], [0.07, 0.14, -0.09], [0.05, 0.02, -0.01], [0.05, -0.03, 0.06], [0.03, 0.11, -0.01], [0.02, -0.08, -0.05], [-0.12, 0.00, -0.05], [0.03, 0.03, 0.00], [0.04, 0.06, 0.02], [-0.01, -0.04, -0.06], [0.01, -0.07, -0.06], [-0.01, -0.02, -0.08], [-0.02, 0.00, -0.13], [-0.03, 0.07, 0.01], [-0.05, -0.01, 0.00], [0.08, -0.02, 0.04], [-0.08, 0.03, 0.05], [-0.04, 0.07, 0.04], [-0.18, 0.13, -0.08], [-0.10, 0.00, 0.02], [-0.04, 0.01, -0.03], [0.07, -0.01, 0.04], [0.06, -0.04, 0.04], [-0.04, 0.05, 0.06], [-0.09, -0.03, -0.01], [-0.01, -0.08, 0.06], [0.06, -0.03, 0.07], [0.01, -0.15, 0.01], [0.15, 0.07, 0.04], [0.06, 0.11, 0.14], [0.02, 0.12, -0.11], [0.04, -0.08, 0.02], [0.02, 0.06, -0.03], [0.04, 0.05, 0.00], [0.01, 0.01, 0.02], [-0.05, -0.03, 0.00], [0.03, -0.02, 0.02], [0.03, -0.02, -0.04], [0.03, -0.11, 0.23], [-0.01, -0.49, -0.34], [0.00, 0.00, -0.02], [0.05, 0.32, 0.01], [-0.07, -0.32, -0.11], [0.04, 0.02, 0.27], [-0.03, 0.15, -0.21], [0.00, 0.07, -0.02], [0.02, 0.06, 0.10], [0.01, 0.02, 0.06], [0.01, 0.06, 0.04], [-0.07, -0.06, -0.06], [0.14, -0.69, -0.26], [0.16, -0.13, 0.02], [-0.13, 0.17, 0.12], [0.04, -0.05, -0.06], [0.00, -0.01, 0.05], [0.05, -0.07, 0.00], [-0.03, 0.00, -0.05], [-0.18, -0.03, -0.05], [-0.03, 0.00, -0.15], [0.18, 0.09, -0.01], [-0.04, -0.10, 0.10], [-0.15, -0.01, 0.02], [0.13, 0.04, 0.02], [0.05, 0.05, -0.01], [-0.10, -0.08, 0.03], [0.01, 0.00, -0.07], [0.08, 0.11, 0.15], [0.06, 0.02, -0.05], [0.05, -0.03, 0.00], [-0.06, 0.04, -0.03], [-0.08, 0.03, -0.05], [0.00, 0.00, 0.03], [0.03, -0.02, 0.00], [-0.01, 0.02, -0.02], [-0.04, 0.06, -0.07], [0.05, 0.05, -0.09], [0.02, 0.05, -0.03], [-0.08, 0.00, -0.04], [-0.03, -0.02, -0.03], [-0.03, -0.02, 0.03], [0.01, -0.04, 0.06], [0.14, 0.04, -0.03]], "multiplicity": 2, "charge": 3, "orbital_gap_ev": [6.7, 5.7], "lumo_ev": [-8.3, -9.7], "relative_energy_ev": 0.117}